{"formula": "C43H23BrF5IN3O4Re", "method": "the ωB97M-V functional and the def2-TZVPD basis", "symbols": ["Re", "Br", "C", "C", "C", "C", "C", "C", "N", "N", "C", "C", "C", "C", "O", "C", "N", "C", "C", "C", "C", "H", "H", "H", "H", "H", "H", "H", "H", "H", "F", "C", "C", "F", "C", "F", "C", "O", "C", "F", "C", "F", "C", "C", "C", "C", "C", "C", "C", "C", "C", "C", "C", "C", "C", "C", "C", "H", "H", "H", "H", "H", "H", "H", "H", "H", "H", "I", "C", "C", "C", "C", "C", "C", "C", "O", "O", "H", "H", "H", "H"], "coordinates": [[-0.312, 1.090, 1.156], [1.637, -8.292, 1.250], [0.325, -7.266, 2.159], [-0.991, -7.682, 2.155], [-1.941, -6.938, 2.851], [-1.600, -5.773, 3.527], [-0.260, -5.379, 3.520], [0.701, -6.124, 2.843], [-2.685, -5.123, 4.231], [-2.633, -3.966, 4.730], [-2.046, -2.807, 4.161], [-1.709, -1.849, 5.105], [-1.023, -0.676, 4.810], [-0.698, -0.392, 3.500], [-0.047, 0.670, 3.120], [-1.130, -1.313, 2.483], [-0.835, -0.904, 1.204], [-1.218, -1.654, 0.186], [-1.974, -2.815, 0.389], [-2.287, -3.230, 1.649], [-1.813, -2.497, 2.771], [-1.275, -8.581, 1.623], [-2.983, -7.243, 2.864], [0.043, -4.500, 4.069], [1.740, -5.812, 2.846], [-1.945, -2.093, 6.135], [-0.737, 0.026, 5.582], [-0.954, -1.296, -0.800], [-2.326, -3.369, -0.471], [-2.915, -4.094, 1.782], [-1.309, 4.125, -5.446], [-1.228, 3.470, -4.284], [-1.553, 2.138, -4.204], [-1.916, 1.479, -5.309], [-1.506, 1.484, -2.994], [-1.847, 0.189, -2.961], [-1.128, 2.102, -1.797], [-1.185, 1.404, -0.683], [-0.755, 3.438, -1.935], [-0.315, 4.122, -0.876], [-0.819, 4.109, -3.142], [-0.477, 5.401, -3.197], [1.367, 0.742, 0.296], [2.306, 0.573, -0.557], [3.176, 0.455, -1.566], [3.603, 1.684, -2.309], [4.771, 1.724, -3.076], [5.132, 2.872, -3.777], [4.334, 4.007, -3.727], [3.187, 3.994, -2.938], [2.834, 2.853, -2.231], [3.594, -0.917, -1.997], [3.800, -1.243, -3.342], [4.161, -2.533, -3.718], [4.328, -3.524, -2.758], [4.088, -3.221, -1.422], [3.717, -1.936, -1.050], [5.418, 0.856, -3.109], [6.048, 2.876, -4.360], [4.601, 4.893, -4.293], [2.560, 4.880, -2.870], [1.945, 2.847, -1.609], [3.646, -0.485, -4.101], [4.308, -2.765, -4.767], [4.643, -4.520, -3.047], [4.195, -3.993, -0.666], [3.528, -1.696, -0.009], [-5.799, 7.905, 0.800], [-4.513, 6.284, 1.076], [-3.245, 6.506, 1.598], [-2.393, 5.424, 1.776], [-2.824, 4.139, 1.472], [-4.096, 3.930, 0.953], [-4.949, 5.008, 0.741], [-1.903, 2.980, 1.625], [-0.638, 3.176, 1.581], [-2.352, 1.797, 1.746], [-2.921, 7.508, 1.849], [-1.387, 5.567, 2.148], [-4.404, 2.920, 0.710], [-5.939, 4.854, 0.326]], "forces_ev_per_angstrom": [[0.0, -0.2, -0.9], [0.0, 0.0, 0.0], [0.1, 0.0, 0.0], [-0.4, 0.0, 0.2], [-0.1, -0.2, -0.3], [-0.6, 1.0, -0.8], [0.1, 0.0, 0.1], [-0.1, 0.2, 0.3], [1.5, -0.5, 1.2], [-1.2, 0.3, -1.4], [0.7, -0.5, 0.1], [0.2, -0.1, 0.2], [-0.1, -0.1, 0.4], [0.1, -0.1, -0.4], [-0.1, 0.0, 0.0], [0.3, 0.2, 0.1], [-0.1, 0.1, 0.1], [0.2, 0.0, -0.1], [0.0, 0.0, -0.2], [0.1, 0.0, 0.4], [-0.2, -0.6, 0.0], [0.0, 0.1, 0.0], [0.1, 0.0, 0.0], [0.0, 0.1, 0.0], [-0.1, 0.0, 0.0], [0.0, 0.1, 0.0], [0.0, 0.0, 0.0], [0.0, 0.0, 0.0], [0.0, 0.0, 0.0], [0.0, -0.2, 0.1], [0.0, 0.1, -0.2], [0.0, 0.1, -0.1], [-0.1, -0.3, 0.0], [-0.1, -0.1, -0.1], [-0.1, -0.2, 0.0], [0.0, -0.2, 0.0], [0.1, -0.6, 0.5], [0.0, 0.4, -0.1], [0.1, 0.2, 0.1], [0.1, 0.2, 0.1], [0.1, 0.1, 0.2], [0.1, 0.2, 0.0], [0.7, 0.2, -0.3], [-1.1, 0.1, 1.0], [0.3, 0.0, -0.6], [0.0, -0.3, 0.1], [0.1, 0.1, 0.0], [0.0, -0.1, 0.1], [0.0, 0.0, 0.0], [0.0, -0.1, 0.1], [-0.1, 0.0, -0.1], [0.0, 0.4, -0.1], [0.0, -0.1, 0.0], [0.0, 0.1, 0.1], [0.0, 0.1, 0.0], [0.0, 0.0, 0.0], [0.1, -0.1, 0.1], [0.0, 0.0, 0.0], [-0.1, 0.0, 0.0], [0.0, -0.1, 0.1], [0.1, -0.1, 0.0], [0.1, 0.0, -0.1], [0.1, 0.0, 0.0], [0.0, 0.0, 0.0], [-0.1, 0.0, 0.0], [0.0, 0.1, 0.0], [0.0, 0.0, -0.1], [0.0, 0.1, 0.0], [0.0, -0.1, 0.0], [0.0, -0.1, 0.0], [0.0, 0.1, 0.0], [0.0, 0.0, 0.0], [-0.2, 0.1, 0.0], [0.1, -0.1, 0.1], [0.2, -0.4, 0.3], [-0.4, 0.0, 0.0], [0.3, 0.9, -0.2], [0.0, 0.0, 0.0], [0.0, 0.0, 0.0], [0.0, 0.1, 0.0], [0.1, 0.0, 0.0]], "lowdin_spin": [1.3849, 0.0007, 0.0029, -0.0005, 0.0027, -0.0014, 0.0025, -0.0006, 0.0143, -0.0050, 0.0056, -0.0041, 0.0026, 0.0017, 0.0506, -0.0034, 0.0057, -0.0192, -0.0007, -0.0214, -0.0014, -0.0001, 0.0000, 0.0002, -0.0001, -0.0001, 0.0003, -0.0020, 0.0006, -0.0012, 0.0008, 0.0028, -0.0004, -0.0004, 0.0027, 0.0010, 0.0077, 0.0545, 0.0048, 0.0007, 0.0000, -0.0001, -0.2102, 0.0138, -0.1678, -0.0050, -0.0280, 0.0034, -0.0311, 0.0031, -0.0266, -0.0081, -0.0243, 0.0026, -0.0261, 0.0025, -0.0228, -0.0009, 0.0010, -0.0021, 0.0009, -0.0015, -0.0007, 0.0008, -0.0018, 0.0008, -0.0001, 0.0004, 0.0021, -0.0003, 0.0018, -0.0002, 0.0019, -0.0003, 0.0109, 0.0195, 0.0044, -0.0001, 0.0000, 0.0001, -0.0001], "homo_ev": [-4.50, -3.89], "spin_multiplicity": 2, "s2": 1.1958, "fmax_ev_per_a": 2.00, "e_above_lowest_kcal_mol": 16.9, "orbital_gap_ev": [5.76, 5.13], "lumo_energy_ha": [0.046, 0.045], "total_charge": -1, "e_tot_ha": -5566.9684}



{"formula": "C43H27BrF4IrN2O9P2S", "method": "the ωB97M-V functional and the def2-TZVPD basis", "symbols": ["Ir", "F", "C", "C", "F", "C", "F", "C", "P", "C", "C", "C", "C", "C", "C", "C", "C", "C", "C", "C", "C", "C", "Br", "C", "F", "H", "H", "H", "H", "H", "H", "H", "H", "H", "H", "O", "S", "O", "O", "C", "C", "C", "C", "C", "C", "P", "C", "C", "C", "C", "C", "C", "C", "C", "C", "C", "C", "C", "H", "H", "H", "H", "H", "H", "H", "H", "H", "H", "H", "H", "H", "H", "O", "C", "O", "C", "C", "C", "C", "C", "C", "N", "O", "O", "N", "O", "O", "H", "H", "H"], "coordinates": [[0.524, -0.643, -0.362], [2.012, 5.552, 4.622], [1.694, 4.453, 3.965], [1.058, 3.410, 4.614], [0.765, 3.505, 5.901], [0.730, 2.266, 3.910], [0.135, 1.308, 4.616], [1.008, 2.106, 2.546], [0.407, 0.539, 1.779], [-1.373, 0.658, 2.167], [-2.138, 1.401, 1.266], [-3.493, 1.595, 1.470], [-4.111, 1.031, 2.578], [-3.363, 0.291, 3.480], [-1.999, 0.111, 3.286], [1.243, -0.662, 2.865], [2.610, -0.457, 3.056], [3.361, -1.363, 3.788], [2.752, -2.483, 4.335], [1.397, -2.699, 4.137], [0.644, -1.800, 3.398], [1.672, 3.162, 1.934], [2.244, 3.062, 0.177], [2.003, 4.317, 2.626], [2.640, 5.318, 2.026], [-1.673, 1.811, 0.378], [-4.069, 2.172, 0.758], [-5.174, 1.162, 2.733], [-3.837, -0.141, 4.352], [-1.438, -0.441, 4.022], [3.095, 0.417, 2.635], [4.419, -1.193, 3.930], [3.335, -3.189, 4.911], [0.922, -3.577, 4.555], [-0.403, -2.005, 3.233], [1.586, -3.977, -2.071], [1.605, -2.561, -2.032], [2.403, -1.883, -0.973], [0.202, -1.915, -1.933], [2.114, -1.858, -3.529], [2.700, -2.615, -4.524], [3.083, -1.980, -5.699], [2.881, -0.618, -5.836], [2.311, 0.129, -4.810], [1.901, -0.480, -3.629], [1.215, 0.625, -2.293], [2.524, 1.870, -2.465], [3.830, 1.460, -2.183], [4.887, 2.324, -2.404], [4.649, 3.598, -2.910], [3.356, 4.004, -3.194], [2.286, 3.144, -2.970], [-0.272, 1.370, -2.996], [-0.782, 1.082, -4.257], [-1.920, 1.742, -4.704], [-2.539, 2.692, -3.908], [-2.026, 2.991, -2.652], [-0.902, 2.326, -2.196], [2.832, -3.678, -4.376], [3.536, -2.548, -6.500], [3.181, -0.117, -6.747], [2.196, 1.197, -4.943], [4.017, 0.462, -1.803], [5.897, 2.006, -2.184], [5.476, 4.273, -3.083], [3.173, 4.994, -3.590], [1.279, 3.466, -3.199], [-0.317, 0.335, -4.884], [-2.325, 1.507, -5.680], [-3.423, 3.202, -4.268], [-2.500, 3.743, -2.034], [-0.474, 2.571, -1.229], [-0.183, -2.270, 0.726], [-1.381, -1.950, 0.394], [-1.520, -0.854, -0.232], [-2.547, -2.744, 0.806], [-3.803, -2.149, 0.794], [-4.874, -2.888, 1.247], [-4.748, -4.188, 1.700], [-3.480, -4.735, 1.700], [-2.367, -4.041, 1.268], [-3.305, -6.119, 2.200], [-2.173, -6.546, 2.241], [-4.310, -6.739, 2.462], [-6.213, -2.255, 1.269], [-6.267, -1.075, 0.990], [-7.140, -2.939, 1.635], [-3.938, -1.130, 0.460], [-5.602, -4.751, 2.045], [-1.390, -4.504, 1.293]], "forces_ev_per_angstrom": [[0.8, -0.2, -0.7], [0.0, 0.0, 0.0], [0.0, 0.0, 0.0], [0.0, 0.0, -0.1], [0.0, 0.0, 0.0], [0.0, 0.0, -0.1], [0.0, -0.1, 0.0], [-0.1, 0.0, 0.2], [0.3, -0.8, -0.1], [-0.1, 0.1, 0.1], [0.1, 0.1, 0.0], [0.0, 0.0, 0.0], [0.0, 0.0, 0.0], [0.0, 0.0, 0.0], [0.0, 0.0, -0.1], [0.0, 0.0, 0.0], [0.0, 0.0, 0.0], [0.0, 0.0, 0.0], [0.0, 0.0, 0.0], [0.0, 0.0, 0.0], [0.0, 0.0, 0.0], [0.1, 0.2, 0.2], [0.0, 0.0, -0.3], [0.0, -0.1, 0.1], [0.0, 0.0, -0.1], [0.0, 0.0, 0.0], [0.0, 0.0, 0.0], [0.0, 0.0, 0.0], [0.0, 0.0, 0.0], [0.0, 0.0, 0.0], [0.0, 0.0, 0.0], [0.0, 0.0, 0.0], [0.0, 0.0, 0.0], [0.0, 0.0, 0.0], [0.0, 0.0, 0.0], [0.3, 0.0, 0.0], [-1.0, 0.2, -0.2], [-0.5, 0.5, 0.5], [1.0, -0.8, 0.4], [0.2, 0.2, 0.0], [0.0, 0.1, 0.0], [0.0, -0.1, 0.0], [0.0, 0.1, 0.0], [0.0, 0.0, 0.0], [0.0, 0.0, -0.1], [-0.4, -0.1, -0.3], [0.1, 0.1, 0.2], [0.0, 0.0, 0.0], [0.0, 0.0, 0.0], [0.0, 0.0, 0.0], [0.0, 0.0, 0.0], [0.1, -0.1, -0.1], [0.0, 0.2, 0.0], [-0.1, -0.1, 0.1], [0.0, 0.0, 0.0], [0.0, 0.0, 0.0], [0.0, 0.0, 0.0], [0.1, 0.0, 0.0], [0.0, 0.0, 0.0], [0.0, 0.0, 0.0], [0.0, 0.0, 0.0], [0.0, 0.0, 0.0], [0.0, 0.0, 0.0], [0.0, 0.0, 0.0], [0.0, 0.0, 0.0], [0.0, 0.0, 0.0], [0.0, 0.0, 0.0], [0.0, 0.0, 0.0], [0.0, 0.0, 0.0], [0.0, 0.0, 0.0], [0.0, 0.0, 0.0], [-0.1, 0.0, 0.0], [-1.1, 0.4, -0.3], [0.3, -0.3, 0.6], [0.2, 0.5, -0.3], [0.0, 0.0, 0.0], [0.1, 0.0, 0.0], [-0.1, -0.1, -0.1], [0.0, 0.0, 0.0], [0.0, 0.0, 0.2], [0.0, 0.0, 0.0], [0.0, -0.2, -0.5], [0.0, 0.1, 0.2], [0.0, 0.1, 0.2], [0.1, 0.1, 0.5], [0.0, 0.0, -0.2], [0.0, -0.1, -0.2], [0.0, 0.0, 0.0], [0.0, 0.0, 0.0], [0.0, 0.0, 0.0]], "lowdin_charge": [1.1516, 0.1656, -0.1263, -0.1269, 0.1566, -0.1986, 0.1154, -0.2848, 1.0313, -0.3456, -0.1008, -0.0567, -0.0660, -0.0528, -0.0764, -0.3622, -0.0863, -0.0584, -0.0582, -0.0496, -0.0966, -0.5850, 1.0406, -0.2587, 0.0959, 0.0780, 0.1155, 0.1143, 0.1160, 0.0946, 0.1099, 0.1122, 0.1125, 0.1140, 0.0892, -0.2091, 0.5631, -0.3736, -0.4540, -0.2837, -0.0188, -0.0354, -0.0344, -0.0717, -0.2892, 1.0117, -0.4989, -0.1263, -0.0596, -0.0580, -0.0641, -0.1379, -0.3571, -0.0564, -0.0539, -0.0579, -0.0599, -0.1299, 0.1264, 0.1192, 0.1184, 0.1187, 0.1174, 0.1153, 0.1141, 0.1152, 0.1084, 0.1069, 0.1137, 0.1132, 0.1133, 0.0702, -0.0942, -0.5434, -0.0948, -0.0824, 0.0937, -0.0894, 0.1108, -0.0900, 0.1027, -0.3466, 0.1023, 0.1117, -0.3405, 0.0880, 0.1148, 0.1321, 0.1414, 0.1450], "homo_ev": -11.86, "spin_multiplicity": 1, "fmax_ev_per_a": 1.35, "e_above_lowest_kcal_mol": 0.0, "orbital_gap_ev": 8.06, "lumo_energy_ha": -0.140, "total_charge": 1, "e_tot_ha": -6599.8174}